No. 1
{"formula": "C3H9N4", "method": "ωB97M-V/def2-TZVPD", "total_charge": 1, "spin_multiplicity": 1, "symbols": ["C", "C", "C", "N", "N", "N", "N", "H", "H", "H", "H", "H", "H", "H", "H", "H"], "positions_angstrom": [[1.62, -0.66, -0.42], [1.32, 0.83, -0.12], [-1.38, -1.52, 0.66], [-2.27, 0.14, -0.75], [-0.89, 1.50, 0.24], [-1.94, -0.76, -0.15], [0.11, 0.83, 0.66], [1.91, -1.33, 0.29], [0.60, -0.93, -0.82], [2.43, -0.71, -1.24], [1.23, 1.58, -0.93], [2.21, 1.03, 0.46], [-0.86, -2.42, 0.40], [-1.50, -1.26, 1.74], [-0.79, 2.15, -0.65], [-1.82, 1.55, 0.65]]}

---

No. 2
{"formula": "C3H9N4", "method": "ωB97M-V/def2-TZVPD", "total_charge": 1, "spin_multiplicity": 1, "symbols": ["C", "C", "C", "N", "N", "N", "N", "H", "H", "H", "H", "H", "H", "H", "H", "H"], "positions_angstrom": [[0.66, 0.96, 0.27], [1.01, -1.42, 0.49], [-1.39, -0.94, -1.00], [0.59, 2.03, -0.57], [-1.73, 0.30, 1.00], [-1.75, -0.39, 0.00], [0.98, -0.18, -0.28], [0.73, 1.06, 1.30], [2.04, -1.53, 0.75], [0.39, -1.19, 1.34], [0.59, -2.29, -0.06], [-1.41, -1.86, -1.30], [0.21, 2.98, -0.29], [-2.50, 0.90, 1.19], [1.27, -0.17, -1.30], [0.30, 1.73, -1.55]]}

---

No. 3
{"formula": "C3H9N4", "method": "ωB97M-V/def2-TZVPD", "total_charge": 1, "smiles": "NN1CCN=C1[NH3+]", "spin_multiplicity": 1, "symbols": ["N", "N", "C", "C", "N", "C", "N", "H", "H", "H", "H", "H", "H", "H", "H", "H"], "positions_angstrom": [[0.25, 0.57, -1.80], [0.39, 0.18, -0.44], [1.23, 0.54, 0.68], [0.70, -0.35, 1.84], [-0.61, -0.70, 1.33], [-0.76, -0.43, 0.17], [-1.73, -0.60, -0.78], [0.10, 1.63, -1.92], [0.94, 0.24, -2.38], [1.12, 1.69, 0.96], [2.31, 0.42, 0.57], [1.18, -1.35, 2.10], [0.47, 0.11, 2.82], [-1.77, -1.66, -0.94], [-2.72, -0.11, -0.52], [-1.09, -0.18, -1.70]]}

---

No. 4
{"formula": "C3H9N4O3", "method": "ωB97M-V/def2-TZVPD", "total_charge": 1, "spin_multiplicity": 1, "symbols": ["C", "C", "C", "N", "N", "N", "N", "O", "O", "O", "H", "H", "H", "H", "H", "H", "H", "H", "H"], "positions_angstrom": [[3.00, -0.50, -0.45], [1.99, 0.51, 0.03], [-3.94, 0.51, 0.17], [-1.26, -2.08, -0.11], [-2.71, 0.47, 0.30], [2.43, 1.69, 0.40], [-5.13, 0.51, 0.29], [-0.05, -2.16, -0.15], [-1.84, 1.37, -0.32], [0.77, 0.20, 0.29], [3.85, 0.07, -0.62], [2.50, -0.90, -1.26], [3.06, -1.34, 0.29], [3.39, 1.96, 0.61], [1.78, 2.41, 0.70], [-1.02, 1.14, 0.16], [-5.83, -0.12, 0.21], [0.65, -0.90, 0.02], [-1.64, -2.84, -0.56]]}

---

No. 5
{"formula": "C3H9N4S", "method": "ωB97M-V/def2-TZVPD", "total_charge": 1, "smiles": "N=S1(=N)CCC(=[NH2+])N1", "spin_multiplicity": 1, "symbols": ["N", "S", "N", "C", "C", "C", "N", "N", "H", "H", "H", "H", "H", "H", "H", "H", "H"], "positions_angstrom": [[1.80, -2.11, 0.71], [0.97, -0.98, -0.46], [1.12, -0.90, -1.92], [-0.80, -1.27, -0.21], [-1.39, 0.13, -0.25], [-0.42, 1.14, 0.38], [-0.70, 2.31, 0.93], [0.79, 0.73, 0.28], [2.76, -1.89, 0.89], [1.97, -1.14, -2.33], [-1.01, -1.86, 0.79], [-1.14, -1.82, -0.98], [-2.35, 0.11, 0.25], [-1.35, 0.62, -1.26], [-1.61, 2.72, 1.12], [-0.04, 3.03, 1.15], [1.42, 1.19, 0.90]]}

---

No. 6
{"formula": "C3H9N5", "method": "ωB97M-V/def2-TZVPD", "smiles": "CN/N=C\\N=C/NN", "spin_multiplicity": 1, "symbols": ["C", "N", "N", "C", "N", "C", "N", "N", "H", "H", "H", "H", "H", "H", "H", "H", "H"], "positions_angstrom": [[2.37, -0.18, -1.01], [1.43, -0.84, 0.08], [0.86, 0.02, 1.19], [0.14, 1.02, 1.10], [-0.38, 1.55, -0.06], [-1.25, 0.81, -0.91], [-1.79, -0.52, -0.77], [-1.64, -1.36, 0.58], [2.72, -1.25, -1.48], [3.36, 0.26, -0.61], [1.91, 0.69, -1.52], [1.74, -1.64, 0.56], [0.08, 1.78, 1.98], [-1.62, 1.25, -1.79], [-2.80, -0.59, -1.05], [-1.51, -0.59, 1.44], [-0.80, -1.83, 0.30]]}

---

No. 7
{"formula": "C3H9N5", "method": "ωB97M-V/def2-TZVPD", "smiles": "[H]/N=C(\\N)C/C(=N/[H])NN", "spin_multiplicity": 1, "symbols": ["H", "N", "C", "N", "C", "C", "N", "H", "N", "N", "H", "H", "H", "H", "H", "H", "H"], "positions_angstrom": [[-1.76, -0.28, -3.16], [-1.38, 0.32, -2.42], [-1.00, -0.39, -1.42], [-1.04, -1.75, -1.42], [-0.52, 0.43, -0.07], [0.67, -0.19, 0.54], [1.01, -1.43, 0.51], [1.85, -1.59, 1.06], [1.44, 0.81, 1.41], [0.84, 1.87, 2.10], [-0.38, -2.17, -0.76], [-0.98, -2.20, -2.33], [-1.36, 0.38, 0.62], [-0.33, 1.45, -0.41], [2.40, 0.59, 1.66], [0.03, 1.55, 2.63], [0.51, 2.60, 1.46]]}

---

No. 8
{"formula": "C3H9NO", "method": "ωB97M-V/def2-TZVPD", "total_charge": -1, "spin_multiplicity": 2, "symbols": ["C", "C", "N", "C", "H", "H", "H", "H", "H", "H", "H", "H", "H", "O"], "positions_angstrom": [[-1.54, 0.77, 1.41], [-1.51, -0.03, 0.25], [-1.45, -1.40, 0.36], [-0.89, -2.02, -0.72], [-0.77, 0.65, 2.04], [-2.22, 1.67, 1.36], [-1.89, 0.36, -0.72], [-1.24, -1.57, 1.33], [-1.06, -3.11, -0.62], [-1.43, -1.66, -1.62], [0.24, -1.87, -1.05], [4.55, 1.59, -0.42], [3.50, 2.65, -0.53], [4.26, 2.34, -0.99]]}

---

No. 9
{"formula": "C3H9NO", "method": "ωB97M-V/def2-TZVPD", "smiles": "C=N.CCO", "spin_multiplicity": 1, "symbols": ["C", "N", "H", "H", "H", "C", "C", "O", "H", "H", "H", "H", "H", "H"], "positions_angstrom": [[3.11, -0.73, -1.47], [2.14, 0.05, -1.25], [3.97, -0.59, -0.82], [3.02, -1.57, -2.16], [1.34, -0.13, -1.84], [-2.09, -0.37, 1.19], [-0.95, 0.61, 0.93], [-1.43, 1.78, 0.25], [-2.33, -0.90, 0.27], [-1.89, -1.14, 1.93], [-2.95, 0.22, 1.45], [-0.17, 0.19, 0.31], [-0.55, 0.94, 1.88], [-1.22, 1.64, -0.68]]}

---

No. 10
{"formula": "C3H9NO", "method": "ωB97M-V/def2-TZVPD", "smiles": "CNCOC", "spin_multiplicity": 1, "symbols": ["C", "N", "C", "O", "C", "H", "H", "H", "H", "H", "H", "H", "H", "H"], "positions_angstrom": [[-0.44, 0.39, 1.45], [-1.35, 0.48, 0.31], [-1.00, -0.12, -0.97], [0.31, -0.54, -1.16], [1.60, -0.56, -0.69], [-0.80, 1.14, 2.15], [-0.64, -0.53, 2.00], [0.61, 0.38, 1.20], [-1.55, 1.47, 0.22], [-1.61, -1.00, -1.15], [-1.25, 0.65, -1.72], [2.29, -0.91, -1.46], [1.78, -1.24, 0.15], [2.03, 0.39, -0.34]]}

---

No. 11
{"formula": "C3H9NO", "method": "ωB97M-V/def2-TZVPD", "spin_multiplicity": 1, "symbols": ["C", "O", "H", "H", "H", "C", "C", "N", "H", "H", "H", "H", "H", "H"], "positions_angstrom": [[0.88, 1.55, 1.34], [0.20, 0.39, 1.08], [1.99, 1.48, 1.22], [0.49, 2.37, 0.72], [0.95, 1.79, 2.43], [-0.21, -1.90, -0.72], [-0.86, 0.40, -0.57], [-0.21, -0.52, -1.26], [0.64, -2.45, -1.11], [-1.17, -2.31, -1.07], [-0.23, -1.89, 0.35], [-1.52, 0.08, 0.23], [-0.89, 1.43, -0.89], [0.59, -0.30, -1.83]]}

---

No. 12
{"formula": "C3H9NO", "method": "ωB97M-V/def2-TZVPD", "smiles": "C=NCC.O", "spin_multiplicity": 1, "symbols": ["C", "N", "C", "C", "H", "H", "H", "H", "H", "H", "H", "O", "H", "H"], "positions_angstrom": [[0.24, 0.40, 1.91], [0.04, -0.20, 0.83], [-0.41, 0.57, -0.30], [-1.40, -0.27, -1.36], [-0.01, 1.29, 2.38], [0.61, -0.22, 2.79], [-1.12, 1.47, -0.10], [0.33, 0.89, -0.93], [-2.37, 0.20, -1.12], [-1.17, 0.13, -2.47], [-1.46, -1.31, -1.41], [2.44, -1.18, -0.21], [2.00, -0.53, -0.71], [2.28, -1.23, 0.70]]}

---

No. 13
{"formula": "C3H9NO", "method": "ωB97M-V/def2-TZVPD", "smiles": "C[C@@H](O)CN", "spin_multiplicity": 1, "symbols": ["C", "C", "O", "C", "N", "H", "H", "H", "H", "H", "H", "H", "H", "H"], "positions_angstrom": [[0.88, -0.45, 1.46], [-0.20, 0.09, 0.54], [0.03, 1.51, 0.52], [0.01, -0.43, -0.87], [-1.01, -0.08, -1.84], [0.67, -0.24, 2.51], [1.85, -0.05, 1.19], [0.90, -1.53, 1.33], [-1.18, -0.05, 1.01], [-0.68, 1.96, 0.04], [0.09, -1.53, -0.83], [1.05, -0.18, -1.10], [-0.65, 0.55, -2.55], [-1.77, 0.44, -1.40]]}

---

No. 14
{"formula": "C3H9NO", "method": "ωB97M-V/def2-TZVPD", "smiles": "C/C=C/N.O", "spin_multiplicity": 1, "symbols": ["C", "C", "C", "N", "H", "H", "H", "H", "H", "H", "H", "O", "H", "H"], "positions_angstrom": [[-0.48, 1.13, -0.43], [0.18, -0.20, -0.52], [-0.10, -1.15, -1.41], [0.09, -2.52, -1.18], [-0.12, 1.87, -1.15], [-0.31, 1.66, 0.52], [-1.57, 1.14, -0.40], [0.72, -0.61, 0.32], [-0.70, -0.93, -2.29], [-0.31, -3.12, -1.89], [-0.20, -2.84, -0.26], [1.01, 1.59, 3.11], [1.18, 2.51, 3.34], [0.63, 1.49, 2.24]]}

---

No. 15
{"formula": "C3H9NO", "method": "ωB97M-V/def2-TZVPD", "smiles": "C=NCC.O", "spin_multiplicity": 1, "symbols": ["C", "N", "C", "C", "H", "H", "H", "H", "H", "H", "H", "O", "H", "H"], "positions_angstrom": [[1.77, -0.46, 0.47], [0.58, -0.73, 0.78], [-0.26, -1.11, -0.41], [-1.22, -0.01, -0.85], [2.14, -0.68, -0.54], [2.44, 0.24, 0.98], [0.41, -1.32, -1.23], [-0.82, -2.01, -0.09], [-1.85, -0.48, -1.64], [-1.86, 0.34, -0.04], [-0.67, 0.82, -1.25], [-0.48, 1.95, 1.57], [-0.32, 1.04, 1.26], [0.15, 2.41, 1.00]]}

---

No. 16
{"formula": "C3H9NO", "method": "ωB97M-V/def2-TZVPD", "spin_multiplicity": 1, "symbols": ["C", "C", "C", "H", "H", "H", "H", "H", "H", "H", "H", "H", "N", "O"], "positions_angstrom": [[1.83, -0.24, 0.27], [-0.29, 0.60, -0.59], [-1.42, 0.38, 0.38], [2.45, 0.69, -0.03], [2.37, -1.22, 0.18], [1.60, -0.01, 1.34], [0.87, -0.94, -1.45], [0.22, 1.54, -0.39], [-0.65, 0.70, -1.60], [-1.91, 1.28, 0.66], [-0.92, -0.16, 1.25], [-2.39, -1.47, 0.70], [0.55, -0.55, -0.49], [-2.31, -0.60, -0.23]]}

---

We obtain electronic energy values of -9205.2840; -9207.2448; -9207.9414; -15346.8247; -20041.6977; -10701.6622; -10706.0405; -6791.0082; -6793.1451; -6792.3822; -6791.6575; -6792.0197; -6794.1130; -6793.4377; -6793.3394; -6791.8245 eV for the records listed above, in that order.
We obtain ΔE to the lowest compared entry with this formula, charge and spin values of 146.14; 100.93; 84.86; 97.27; 107.74; 147.26; 46.30; 44.70; 44.06; 61.65; 78.36; 70.01; 21.74; 37.31; 39.58; 74.51 kcal/mol for the records listed above, in that order.